# 1
A structure of composition C18H30AlBN3NbO3S2 at a distorted geometry, computed with the ωB97M-V functional and the def2-TZVPD basis.

Atoms and positions in Å:
C (-1.29, 3.48, 2.44)
B (-2.25, 2.23, 2.30)
O (-3.66, 2.41, 2.18)
Nb (-1.25, 0.12, 2.35)
O (-0.61, 0.22, 0.44)
C (-0.18, -1.87, 2.64)
C (1.29, -1.58, 3.00)
C (2.16, -1.49, 1.70)
N (3.33, -0.66, 1.87)
C (3.67, 0.13, 0.69)
C (4.32, -0.67, -0.46)
C (4.55, -2.03, -0.40)
C (5.10, -2.73, -1.47)
C (5.46, -2.02, -2.64)
C (5.25, -0.67, -2.70)
C (4.69, 0.04, -1.64)
O (4.54, 1.38, -1.77)
C (-3.25, -0.80, 1.84)
C (-3.46, -1.12, 0.34)
C (-3.57, 0.13, -0.57)
S (-4.99, 0.09, -1.72)
C (-4.28, -0.20, -3.35)
S (-4.90, -1.34, -4.28)
N (-3.17, 0.61, -3.69)
C (-3.07, 1.96, -3.89)
C (-1.76, 2.22, -4.23)
N (-1.07, 1.02, -4.21)
C (-1.91, 0.10, -3.88)
H (-0.33, 3.30, 1.94)
H (-1.79, 4.39, 2.05)
H (-1.13, 3.61, 3.53)
H (-3.89, 2.95, 1.39)
H (0.30, 1.00, 2.82)
H (-1.66, 0.08, 4.13)
H (-0.66, 1.12, 0.07)
H (-0.29, -2.56, 1.78)
H (-0.62, -2.40, 3.52)
H (1.63, -2.47, 3.57)
H (1.43, -0.72, 3.66)
H (2.42, -2.54, 1.46)
H (1.56, -1.15, 0.84)
H (4.13, -1.17, 2.24)
H (2.73, 0.55, 0.29)
H (4.29, 1.01, 0.95)
H (4.31, -2.60, 0.50)
H (5.23, -3.80, -1.37)
H (5.90, -2.61, -3.45)
H (5.54, -0.15, -3.62)
H (4.69, 1.77, -0.90)
H (-4.06, -0.15, 2.21)
H (-3.32, -1.74, 2.43)
H (-4.44, -1.65, 0.27)
H (-2.70, -1.82, -0.03)
H (-2.67, 0.13, -1.22)
H (-3.51, 1.08, -0.01)
H (-3.89, 2.66, -3.78)
H (-1.34, 3.19, -4.48)
H (-1.60, -0.94, -3.80)
Al (-5.93, 2.70, 2.14)

## Properties
E_LUMO: -10.5 eV
HOMO-LUMO gap: 0.077 hartree
HOMO energy: -12.6 eV
Total charge: +2
Total energy: -2213.53848 a.u.
Multiplicity: 1

=====

# 2
A structure of composition C3H4N4O at a distorted geometry, computed with the ωB97M-V functional and the def2-TZVPD basis.

Atoms and positions in Å:
C (-0.22, -0.46, -0.79)
C (0.75, -1.41, -0.33)
C (0.12, 0.75, -0.07)
N (1.55, -0.90, 0.55)
N (-2.53, 0.09, 0.38)
N (1.19, 0.38, 0.73)
N (-0.59, 1.81, -0.05)
O (-1.91, -0.81, 0.04)
H (-0.68, -0.50, -1.76)
H (0.85, -2.44, -0.62)
H (1.76, 0.97, 1.32)
H (-0.29, 2.52, 0.61)

## Properties
E_LUMO (spin up / spin down): -0.2 / -0.5 eV
HOMO-LUMO gap (spin up / spin down): 0.281 / 0.287 hartree
Energy relative to the best compared isomer or geometry (same formula, charge and spin): 517.7 kJ/mol
HOMO energy (spin up / spin down): -7.9 / -8.3 eV
Total charge: 0
Total energy: -410.80612 a.u.
Multiplicity: 1